{
  "formula": "C22H25BN8SSn",
  "method": "wB97M-V/def2-TZVPD",
  "homo_lumo_gap_ev": [5.36, 5.36],
  "total_charge": 3,
  "homo_energy_ha": [-0.623, -0.623],
  "s2": 0.757,
  "multiplicity": 2,
  "elements": ["Sn", "C", "C", "C", "C", "N", "N", "B", "N", "C", "C", "C", "C", "N", "N", "C", "C", "C", "C", "N", "N", "C", "C", "C", "C", "N", "H", "H", "H", "H", "H", "H", "H", "H", "H", "H", "H", "H", "H", "H", "H", "H", "H", "H", "H", "H", "S", "C", "C", "C", "C", "C", "C", "H", "H", "H", "H", "H"],
  "xyz": [[0.3564, -0.2297, -0.2452], [-1.3299, 2.5331, -1.7562], [-0.3266, 2.9249, -0.7224], [-0.0163, 4.2014, -0.2605], [0.9426, 4.0111, 0.7060], [1.2074, 2.6967, 0.8213], [0.4094, 2.0241, -0.0579], [2.1147, 1.8397, 1.7423], [1.1777, 0.9215, 2.5810], [0.9061, 0.9100, 3.8965], [-0.0545, -0.0458, 4.1499], [-0.3508, -0.6063, 2.9103], [-1.3013, -1.7076, 2.5701], [0.3917, -0.0032, 1.9712], [3.0314, 0.9792, 0.8466], [4.3720, 0.9636, 0.7223], [4.7292, 0.0084, -0.2015], [3.5310, -0.5530, -0.6369], [3.3140, -1.6352, -1.6408], [2.5165, 0.0463, 0.0022], [3.0386, 2.6103, 2.7517], [3.2936, 3.9759, 3.0682], [4.1853, 4.0265, 4.0775], [4.4834, 2.6721, 4.3638], [5.3977, 2.0934, 5.3351], [3.7372, 1.8419, 3.5120], [-1.4932, 3.3518, -2.4527], [-2.2872, 2.3012, -1.2878], [-1.0094, 1.6593, -2.3238], [-0.4210, 5.1385, -0.6022], [1.4355, 4.7599, 1.2936], [1.3953, 1.5677, 4.5943], [-0.4733, -0.3099, 5.1059], [-1.8618, -2.0143, 3.4488], [-0.7643, -2.5799, 2.1937], [-2.0071, -1.3931, 1.7989], [5.0099, 1.6305, 1.2763], [5.7224, -0.2514, -0.5256], [4.2679, -1.9791, -2.0304], [2.7184, -1.2810, -2.4842], [2.8019, -2.4909, -1.1978], [2.8357, 4.7903, 2.5391], [4.5944, 4.8994, 4.5587], [5.9497, 2.8448, 5.8898], [6.0822, 1.3971, 4.8334], [4.8427, 1.4474, 6.0304], [-3.8383, 0.4457, 0.4134], [-5.4287, 0.1763, 0.2021], [-5.9448, -0.2303, -1.0990], [-7.2674, -0.4990, -1.2417], [-8.1231, -0.3854, -0.1216], [-7.6651, 0.0287, 1.1496], [-6.3500, 0.3161, 1.3238], [-5.2606, -0.3135, -1.9327], [-7.6709, -0.7990, -2.1992], [-9.1743, -0.6235, -0.2451], [-8.3626, 0.1115, 1.9719], [-5.9629, 0.6354, 2.2821]]
}


{
  "formula": "C3H16O5",
  "method": "wB97M-V/def2-TZVPD",
  "homo_lumo_gap_ev": 10.35,
  "total_charge": 0,
  "homo_energy_ha": -0.358,
  "multiplicity": 1,
  "relative_energy_kcal_mol": 26.3,
  "smiles": "C=CC.O.O.O.O.O",
  "elements": ["C", "C", "C", "H", "H", "H", "H", "H", "H", "O", "H", "H", "O", "H", "H", "O", "H", "H", "O", "H", "H", "O", "H", "H"],
  "xyz": [[1.6270, -0.1131, -1.2737], [0.7272, -1.0905, -1.2505], [0.1601, -1.8911, -2.3807], [1.4504, 0.5520, -0.2999], [2.2383, -0.0336, -2.1554], [0.2241, -1.4039, -0.3120], [-0.8370, -1.5449, -2.7493], [0.8426, -2.1984, -3.2304], [-0.0370, -2.9049, -2.0459], [0.2811, -1.5184, 2.3624], [-0.6367, -1.4320, 2.0513], [0.7113, -2.1360, 1.7607], [-0.2529, 2.1373, -2.0911], [0.4138, 1.4352, -2.1476], [-0.7987, 1.9933, -2.8732], [-2.0751, -0.7036, 1.1643], [-1.9841, 0.2869, 1.1215], [-2.9945, -0.8663, 1.4028], [1.3160, 1.0586, 2.0589], [1.1911, 0.1545, 2.4244], [1.1724, 1.5706, 2.8764], [-1.1547, 1.7366, 0.6703], [-0.2874, 1.6921, 1.1225], [-0.9103, 1.7746, -0.2703]]
}


{
  "formula": "C52H156O26",
  "method": "wB97M-V/def2-TZVPD",
  "homo_lumo_gap_ev": 9.48,
  "total_charge": 0,
  "homo_energy_ha": -0.341,
  "multiplicity": 1,
  "relative_energy_kcal_mol": 22.8,
  "elements": ["C", "C", "O", "H", "H", "H", "H", "H", "H", "C", "C", "O", "H", "H", "H", "H", "H", "H", "C", "C", "O", "H", "H", "H", "H", "H", "H", "C", "C", "O", "H", "H", "H", "H", "H", "H", "C", "C", "O", "H", "H", "H", "H", "H", "H", "C", "C", "O", "H", "H", "H", "H", "H", "H", "C", "C", "O", "H", "H", "H", "H", "H", "H", "C", "C", "O", "H", "H", "H", "H", "H", "H", "C", "C", "O", "H", "H", "H", "H", "H", "H", "C", "C", "O", "H", "H", "H", "H", "H", "H", "C", "C", "O", "H", "H", "H", "H", "H", "H", "C", "C", "O", "H", "H", "H", "H", "H", "H", "C", "C", "O", "H", "H", "H", "H", "H", "H", "C", "C", "O", "H", "H", "H", "H", "H", "H", "C", "C", "O", "H", "H", "H", "H", "H", "H", "C", "C", "O", "H", "H", "H", "H", "H", "H", "C", "C", "O", "H", "H", "H", "H", "H", "H", "C", "C", "O", "H", "H", "H", "H", "H", "H", "C", "C", "O", "H", "H", "H", "H", "H", "H", "C", "C", "O", "H", "H", "H", "H", "H", "H", "C", "C", "O", "H", "H", "H", "H", "H", "H", "C", "C", "O", "H", "H", "H", "H", "H", "H", "C", "C", "O", "H", "H", "H", "H", "H", "H", "C", "C", "O", "H", "H", "H", "H", "H", "H", "C", "C", "O", "H", "H", "H", "H", "H", "H", "C", "C", "O", "H", "H", "H", "H", "H", "H"],
  "xyz": [[-1.4799, 5.4801, 4.7794], [-2.1416, 6.6750, 4.0640], [-1.5307, 6.9528, 2.7495], [-0.4372, 5.6780, 4.9092], [-1.6967, 4.5355, 4.2154], [-1.8474, 5.3937, 5.8011], [-2.1028, 7.6125, 4.6859], [-3.2063, 6.4413, 3.9381], [-2.1541, 7.5150, 2.2633], [-4.8921, -1.3656, -3.5896], [-4.0083, -0.1071, -3.4816], [-3.8944, 0.4363, -4.7840], [-5.8420, -0.9723, -4.0564], [-5.1016, -1.8502, -2.6326], [-4.4700, -2.1019, -4.3589], [-2.9969, -0.2774, -3.1797], [-4.4314, 0.6874, -2.8562], [-2.9393, 0.2599, -5.0782], [1.7286, -0.7292, -3.2016], [0.9747, -1.9002, -3.7646], [-0.3720, -1.7112, -3.5349], [2.6192, -0.5662, -3.7648], [1.9040, -0.9358, -2.1350], [1.1892, 0.2413, -3.3461], [1.2821, -2.8382, -3.3661], [1.0616, -1.9603, -4.8904], [-0.8247, -2.6038, -3.4917], [0.8493, 4.4851, 1.5506], [-0.5461, 3.8880, 1.3175], [-1.4249, 4.8829, 0.7860], [0.8722, 5.1009, 2.4398], [1.2035, 5.0515, 0.6823], [1.5614, 3.7000, 1.7355], [-1.0144, 3.4511, 2.1944], [-0.5259, 3.0595, 0.5747], [-1.4074, 5.6256, 1.4288], [0.8613, 6.9302, -3.4097], [0.7974, 5.9353, -2.2769], [-0.3752, 6.3105, -1.6380], [0.7467, 7.9292, -3.0401], [-0.0209, 6.5790, -3.9087], [1.6066, 6.7292, -4.1722], [1.6115, 6.0301, -1.5455], [0.7937, 4.8971, -2.6937], [-0.7300, 5.7204, -0.9201], [-3.0634, -5.2638, -2.9232], [-1.6111, -5.0380, -2.6692], [-1.0332, -4.3822, -3.9036], [-3.6405, -4.3378, -3.1818], [-3.4155, -5.6152, -1.9395], [-3.3315, -6.1046, -3.5416], [-1.1504, -5.9995, -2.3243], [-1.3421, -4.3634, -1.8707], [-0.2476, -4.8715, -4.1345], [0.9624, -4.6854, -0.4719], [0.4855, -3.2486, -0.3385], [-0.0189, -3.1347, 1.0202], [1.8299, -4.9018, 0.1719], [1.2432, -4.7958, -1.5315], [0.2040, -5.4412, -0.2333], [-0.2553, -2.8504, -1.0304], [1.3144, -2.4911, -0.4939], [-0.5131, -3.9431, 1.1387], [3.9748, -1.5759, 6.2770], [3.3840, -1.7616, 7.6715], [4.4985, -1.4140, 8.5680], [4.2694, -0.5381, 6.1534], [3.2893, -1.8273, 5.4470], [4.8566, -2.3013, 6.1508], [3.0658, -2.8175, 7.8227], [2.4522, -1.1507, 7.8783], [4.3272, -1.5945, 9.4749], [-5.7170, 2.9396, 2.8490], [-4.2983, 2.9175, 3.3314], [-3.3892, 2.2941, 2.3639], [-5.9709, 3.6374, 2.0172], [-6.4342, 2.9973, 3.6460], [-5.9791, 1.9953, 2.4124], [-4.2743, 2.3723, 4.2698], [-3.9462, 3.9540, 3.5497], [-2.5929, 2.0291, 2.8748], [-8.3786, -0.3362, -1.8338], [-7.6456, 0.9077, -1.4251], [-6.8260, 0.6877, -0.2945], [-9.1141, -0.5910, -1.0211], [-7.5758, -1.1047, -1.9596], [-8.8794, -0.2677, -2.7787], [-8.2744, 1.7766, -1.2333], [-6.9725, 1.2294, -2.2159], [-5.9906, 1.2269, -0.4547], [-2.9198, -7.5173, 1.1575], [-2.9457, -6.0940, 1.7527], [-1.6694, -5.4358, 1.7992], [-2.1208, -7.6922, 0.4438], [-3.8564, -7.8527, 0.7307], [-2.6341, -8.1809, 1.9947], [-3.4744, -6.0782, 2.7393], [-3.4297, -5.4325, 1.0550], [-1.1606, -5.8314, 2.5092], [-1.2184, 4.2662, -4.9457], [0.1510, 3.8359, -5.5420], [0.4738, 2.5690, -5.0176], [-2.0068, 3.5895, -5.1236], [-1.5293, 5.2630, -5.1795], [-1.1400, 4.2210, -3.8294], [0.9534, 4.5245, -5.1942], [0.1620, 3.8805, -6.5930], [-0.1560, 1.8748, -5.2717], [3.6088, 0.6774, 3.0223], [3.9414, -0.6133, 2.3116], [3.1021, -0.7418, 1.1593], [2.5672, 0.7469, 3.3524], [3.7828, 1.4775, 2.3084], [4.2330, 0.7421, 3.9447], [3.7943, -1.5514, 2.8581], [4.9723, -0.4621, 1.8557], [2.1160, -0.7704, 1.3933], [0.1853, 2.1681, 5.6076], [-0.1087, 1.6319, 4.2139], [-1.5033, 1.4828, 4.1141], [1.3180, 2.1733, 5.7111], [-0.2276, 1.4928, 6.4116], [-0.2363, 3.1653, 5.7258], [0.4128, 0.7125, 3.9443], [0.2731, 2.3411, 3.3962], [-1.7237, 0.5558, 4.4948], [3.4764, 2.4319, -1.7468], [3.5183, 2.6665, -0.2302], [4.9101, 2.6250, 0.1494], [4.1982, 3.0581, -2.2300], [2.4792, 2.5757, -2.1551], [3.8407, 1.4540, -1.9999], [2.9440, 1.9592, 0.3569], [3.0657, 3.6606, 0.0326], [5.0192, 3.1168, 0.9866], [-3.7408, 3.2340, -2.4052], [-3.9063, 3.3290, -0.9278], [-4.2785, 2.0802, -0.3989], [-2.9054, 2.6267, -2.6449], [-3.5545, 4.2220, -2.8541], [-4.5772, 2.7834, -2.9147], [-4.7437, 4.0515, -0.7259], [-3.0426, 3.7596, -0.4616], [-3.9106, 2.0165, 0.4953], [-3.3319, -2.3527, -0.2025], [-4.3663, -1.2485, -0.1938], [-5.6415, -1.8654, -0.0641], [-2.3472, -1.9198, -0.2013], [-3.4484, -3.0462, -1.0859], [-3.2890, -2.9458, 0.7095], [-4.1478, -0.5735, -1.0460], [-4.2280, -0.6323, 0.7385], [-6.3080, -1.1391, -0.0852], [0.9690, -3.9339, 5.4797], [0.2638, -4.2642, 4.1622], [0.1721, -5.6559, 3.9400], [0.4275, -4.3242, 6.3558], [0.9220, -2.8146, 5.5508], [2.0290, -4.2990, 5.4956], [0.6553, -3.7965, 3.3114], [-0.7727, -3.8957, 4.2632], [1.0491, -5.9941, 4.1631], [3.6297, -5.0750, 2.9043], [3.9705, -4.4123, 1.5930], [4.0285, -5.3970, 0.5583], [2.6706, -5.5120, 2.7593], [3.5894, -4.3722, 3.7456], [4.4240, -5.8377, 3.0168], [4.9648, -3.9159, 1.5604], [3.2494, -3.6235, 1.2979], [4.0290, -4.9251, -0.2934], [3.9806, -0.1674, -5.7576], [4.6695, 0.4610, -6.9303], [3.6916, 1.2354, -7.6122], [4.5961, -0.8920, -5.1602], [3.0583, -0.6948, -6.0760], [3.6279, 0.5623, -5.0330], [5.0192, -0.3074, -7.6300], [5.4991, 1.0848, -6.6931], [3.1852, 1.7553, -6.9915], [-0.1293, -0.9840, -7.5402], [-1.3853, -0.3715, -6.9327], [-1.2369, 0.0871, -5.5647], [-0.3148, -1.1293, -8.6211], [0.0965, -1.9589, -7.0733], [0.6474, -0.2617, -7.4345], [-2.3064, -1.0287, -6.9206], [-1.6240, 0.5837, -7.4734], [-1.0660, -0.6641, -4.9449], [-0.4407, 0.7566, -0.4529], [-0.7828, 0.2999, 0.9981], [0.1907, -0.4527, 1.6801], [-1.0980, 1.5174, -0.8510], [-0.5261, -0.1411, -1.1067], [0.5816, 1.1825, -0.4386], [-1.7288, -0.2477, 0.9035], [-0.9527, 1.2252, 1.5931], [0.0710, -1.3629, 1.4003], [-2.9237, -1.8051, 3.5160], [-3.2398, -1.7089, 4.9433], [-2.1435, -0.8273, 5.5572], [-3.0371, -0.9023, 3.0334], [-3.6255, -2.4362, 2.9739], [-1.9211, -2.1531, 3.2993], [-3.1056, -2.6624, 5.5052], [-4.1736, -1.1985, 5.1343], [-2.4934, -0.2071, 6.2464], [7.0128, -0.5422, -1.9958], [6.0259, -0.7515, -0.8467], [4.6992, -0.9252, -1.3301], [7.9769, -0.2161, -1.6067], [6.5589, 0.2538, -2.5762], [7.0867, -1.3890, -2.6626], [6.0018, 0.0912, -0.1899], [6.3281, -1.6737, -0.3476], [4.0560, -0.6377, -0.6413], [4.4881, 6.1500, 4.1233], [4.3632, 4.6984, 3.7980], [4.1032, 4.3755, 2.4445], [4.6406, 6.2518, 5.2185], [3.5928, 6.6725, 3.6808], [5.3463, 6.6040, 3.6843], [3.6825, 4.1719, 4.4305], [5.3534, 4.2877, 3.9395], [3.3483, 4.9079, 2.1861], [3.6635, -5.1429, -3.6297], [3.9713, -3.7238, -3.2804], [4.0435, -3.5155, -1.8726], [3.4531, -5.2729, -4.6835], [2.8617, -5.5341, -3.0319], [4.5526, -5.7283, -3.3533], [3.2872, -3.0623, -3.8489], [4.9067, -3.4164, -3.7776], [4.4710, -2.6473, -1.7290]]
}


Number 1: E_tot -52458.3941 eV, largest force on an atom 0.59 eV Å⁻¹. Number 2: E_tot -13607.3688 eV, largest force on an atom 3.23 eV Å⁻¹. Number 3: E_tot -109682.6010 eV, largest force on an atom 3.16 eV Å⁻¹.